A.
The following is a DFT calculation (the ωB97M-V functional and the def2-TZVPD basis) of 4 unconnected molecules or ions with the total composition C3H13NO3.

Each atom is followed by the atoms it is bonded to, with distances in Å.
Element x y z (Å)
1 C -1.35861 -0.90315 0.47983  C2 1.332, H5 1.088, H6 1.081
2 C -0.82237 -0.06824 1.36773  C1 1.332, N3 1.400, H7 1.090
3 N 0.29651 0.75618 1.19865  C2 1.400, C4 1.467, H8 1.007
4 C 0.98111 1.05178 2.46154  N3 1.467, H9 1.090, H10 1.088, H11 1.088
5 H -0.78460 -1.32457 -0.34250  C1 1.088
6 H -2.35004 -1.32463 0.56791  C1 1.081
7 H -1.44789 0.18529 2.22365  C2 1.090
8 H 0.83823 0.32201 0.46894  N3 1.007
9 H 0.36547 1.78936 2.97694  C4 1.090
10 H 1.91134 1.55108 2.19715  C4 1.088
11 H 1.19037 0.22078 3.13194  C4 1.088
12 O -3.17962 1.15617 -1.40997  H13 0.944, H14 0.967
13 H -2.31879 0.85889 -1.16015  O12 0.944
14 H -3.10716 1.07239 -2.37013  O12 0.967
15 O 2.22235 -1.56087 0.08168  H16 0.965, H17 0.966
16 H 2.82023 -1.28380 -0.62302  O15 0.965
17 H 2.81762 -2.07601 0.64110  O15 0.966
18 O 1.25489 -0.23956 -3.03883  H19 0.968, H20 0.965
19 H 0.92681 -0.89612 -3.67017  O18 0.968
20 H 2.09826 0.00556 -3.43811  O18 0.965

Summary:
Multiplicity: 1
Kohn-Sham gap, eV: 8.25


B.
The following is a DFT calculation (the ωB97M-V functional and the def2-TZVPD basis) of 4 unconnected molecules or ions with the total composition C3H13NO3.

Each atom is followed by the atoms it is bonded to, with distances in Å.
Element x y z (Å)
1 C -0.54280 -2.35905 0.55444  N2 1.298, H5 1.220, H6 1.205
2 N 0.44441 -1.63645 0.12066  C1 1.298, C3 1.467
3 C 1.26320 -1.02610 1.17328  N2 1.467, C4 1.518, H7 1.126, H8 1.184
4 C 0.63996 0.26607 1.66848  C3 1.518, H9 1.132, H10 1.059, H11 1.126
5 H -0.71279 -2.33617 1.76190  C1 1.220
6 H -1.31050 -3.13300 0.04039  C1 1.205
7 H 1.32658 -1.80460 1.98408  C3 1.126
8 H 2.25649 -0.69878 0.61754  C3 1.184
9 H -0.46926 0.05232 1.60078  C4 1.132
10 H 1.06176 0.63966 2.56526  C4 1.059
11 H 0.91172 1.05035 0.90750  C4 1.126
12 O -3.08609 2.77807 -0.50775  H13 0.999, H14 1.001
13 H -2.32417 2.28946 -0.93013  O12 0.999
14 H -3.80726 2.38923 -1.08365  O12 1.001
15 O 1.80943 -0.26574 -1.95330  H16 0.984, H17 0.934
16 H 1.39970 -0.81577 -1.24832  O15 0.984
17 H 1.90148 -0.92533 -2.60817  O15 0.934
18 O -0.66626 1.74686 -1.45861  H19 1.000, H20 1.000
19 H 0.18643 1.50372 -0.99551  O18 1.000
20 H -0.28203 2.28527 -2.20888  O18 1.000

Summary:
Multiplicity: 1
Kohn-Sham gap, eV: 10.89


Least stable = B


A.
The following is a DFT calculation (the ωB97M-V functional and the def2-TZVPD basis) of 4 unconnected molecules or ions with the total composition C3H13NO3.

Each atom is followed by the atoms it is bonded to, with distances in Å.
Element x y z (Å)
1 C 0.58501 2.65452 -1.97805  C2 1.365, H5 1.089, H6 1.195
2 C 0.13975 1.69242 -1.11878  C1 1.365, C3 1.562, H7 1.145
3 C -0.99339 2.03723 -0.10045  C2 1.562, N4 1.336, H8 1.077, H9 1.133
4 N -0.64053 2.95708 0.80244  C3 1.336, H10 1.040, H11 0.985
5 H 1.22474 2.60045 -2.85792  C1 1.089
6 H 0.12452 3.74610 -1.82429  C1 1.195
7 H 0.13463 0.57363 -1.36021  C2 1.145
8 H -1.33296 1.07978 0.25735  C3 1.077
9 H -1.88105 2.42164 -0.69107  C3 1.133
10 H 0.27994 2.83812 1.27274  N4 1.040
11 H -1.27113 3.17066 1.52799  N4 0.985
12 O -4.08611 -5.38426 0.69141  H13 1.002, H14 0.979
13 H -3.74688 -6.29386 0.93822  O12 1.002
14 H -3.46266 -5.24896 -0.05132  O12 0.979
15 O 3.40803 -3.26935 0.21477  H16 1.034, H17 0.917
16 H 4.27339 -2.90391 0.64699  O15 1.034
17 H 2.78145 -3.58706 0.80359  O15 0.917
18 O 1.73552 0.45391 1.16470  H19 0.918, H20 0.955
19 H 1.93240 -0.15726 0.50828  O18 0.918
20 H 0.79533 0.61912 1.15364  O18 0.955

Summary:
Multiplicity: 1
Kohn-Sham gap, eV: 9.53


B.
The following is a DFT calculation (the ωB97M-V functional and the def2-TZVPD basis) of 4 unconnected molecules or ions with the total composition C3H13NO3.

Each atom is followed by the atoms it is bonded to, with distances in Å.
Element x y z (Å)
1 C -3.83497 -1.27971 0.66457  C2 1.511, H5 1.086, H6 1.079, H7 1.083
2 C -2.56747 -0.78937 0.00476  C1 1.511, C3 1.331, H8 1.095
3 C -1.35540 -1.14333 0.42436  C2 1.331, N4 1.394, H9 1.084
4 N -0.17222 -0.72197 -0.17975  C3 1.394, H10 1.008, H11 1.003
5 H -4.37084 -0.41692 1.04814  C1 1.086
6 H -4.43195 -1.89743 0.01216  C1 1.079
7 H -3.56453 -1.78821 1.58164  C1 1.083
8 H -2.59142 -0.22414 -0.93264  C2 1.095
9 H -1.24165 -1.78853 1.28795  C3 1.084
10 H 0.74535 -0.92777 0.18279  N4 1.008
11 H -0.25525 0.16218 -0.64514  N4 1.003
12 O 1.95766 -0.19015 -3.02594  H13 0.958, H14 0.965
13 H 1.76147 0.40372 -2.29994  O12 0.958
14 H 2.75570 0.10580 -3.48159  O12 0.965
15 O 2.37114 2.01125 2.09275  H16 0.965, H17 0.973
16 H 2.61333 1.18994 2.53730  O15 0.965
17 H 1.42198 1.93598 1.89396  O15 0.973
18 O 3.27570 1.68276 -0.63299  H19 0.967, H20 0.973
19 H 4.17617 1.94276 -0.87027  O18 0.967
20 H 3.30721 1.73315 0.33788  O18 0.973

Summary:
Multiplicity: 1
Kohn-Sham gap, eV: 8.20


Least stable = A


A.
The following is a DFT calculation (the ωB97M-V functional and the def2-TZVPD basis) of 3 unconnected molecules or ions with the total composition C3H13NO3.

Each atom is followed by the atoms it is bonded to, with distances in Å.
Element x y z (Å)
1 C 1.40096 -1.89711 -0.33373  C2 1.511, H6 1.083, H7 1.096, H8 1.088
2 C 0.25650 -0.91684 -0.44573  C1 1.511, N3 1.459, C4 1.539, H9 1.084
3 N 0.75074 0.44523 -0.61589  C2 1.459, H10 1.005, H11 1.005
4 C -0.63358 -0.94888 0.80937  C2 1.539, O5 1.450, H12 1.084, H13 1.092
5 O -1.08318 -2.29024 1.12587  C4 1.450, H14 0.933
6 H 1.03924 -2.88714 -0.58377  C1 1.083
7 H 2.14119 -1.75620 -1.12942  C1 1.096
8 H 1.92580 -1.84577 0.61764  C1 1.088
9 H -0.38104 -1.17813 -1.28302  C2 1.084
10 H 0.15614 1.18342 -0.28091  N3 1.005
11 H 1.71385 0.57680 -0.36231  N3 1.005
12 H -0.05659 -0.67573 1.68579  C4 1.084
13 H -1.54617 -0.44075 0.48987  C4 1.092
14 H -1.29495 -2.70996 0.32030  O5 0.933
15 O 0.34479 2.25414 -3.21154  H16 0.968, H17 0.959
16 H 0.39757 1.46649 -2.65094  O15 0.968
17 H 0.11276 2.95150 -2.59622  O15 0.959
18 O -0.94246 2.40649 2.63029  H19 0.970, H20 0.969
19 H -0.22625 1.96886 2.14342  O18 0.970
20 H -1.48613 2.61265 1.85522  O18 0.969

Summary:
Multiplicity: 1
Kohn-Sham gap, eV: 10.06


B.
The following is a DFT calculation (the ωB97M-V functional and the def2-TZVPD basis) of 4 unconnected molecules or ions with the total composition C3H13NO3.

Each atom is followed by the atoms it is bonded to, with distances in Å.
Element x y z (Å)
1 C -3.18401 0.21519 1.19697  C2 1.406, H5 1.012, H6 1.062
2 C -1.92745 -0.41562 1.16780  C1 1.406, N3 1.325, H7 1.088
3 N -1.14065 -0.82819 0.18485  C2 1.325, C4 1.393, H8 1.001
4 C 0.06622 -1.50447 0.35092  N3 1.393, H9 1.137, H10 1.109, H11 1.169
5 H -3.79298 0.02899 0.41033  C1 1.012
6 H -3.46965 0.91886 1.93887  C1 1.062
7 H -1.44194 -0.29787 2.13459  C2 1.088
8 H -1.63525 -0.86821 -0.68461  N3 1.001
9 H -0.00036 -2.61186 0.10196  C4 1.137
10 H 0.29608 -1.55397 1.43422  C4 1.109
11 H 0.88007 -1.04031 -0.34763  C4 1.169
12 O 0.76809 1.96376 1.60140  H13 0.916, H14 0.958
13 H 1.04343 2.08183 2.46657  O12 0.916
14 H 0.01990 1.36910 1.53278  O12 0.958
15 O 2.98541 -0.32968 -3.69269  H16 0.952, H17 1.048
16 H 2.93016 -0.14282 -2.76100  O15 0.952
17 H 2.11990 -0.76411 -4.09365  O15 1.048
18 O 1.86091 0.99720 -1.24500  H19 0.944, H20 0.925
19 H 1.94967 0.88981 -0.31181  O18 0.944
20 H 1.67243 1.89240 -1.38487  O18 0.925

Summary:
Multiplicity: 1
Kohn-Sham gap, eV: 8.41


Least stable = B